A structure of composition C4H6GdO3. Source: the Open Molecules 2025 dataset; level of theory: ωB97M-V/def2-TZVPD.

Summary:
E_HOMO (spin up / spin down): -21.90 / -21.54 eV
spin multiplicity: 8
net charge: +3
lowest unoccupied orbital energy (spin up / spin down): -0.50293 / -0.54685 Ha
HOMO-LUMO gap (spin up / spin down): 8.22 / 6.66 eV

Last column: Mulliken charge in e.
Atoms and positions in Å:
Gd -2.851 -2.268 -0.614  2.281
O 4.549 -0.434 0.459  -0.196
O -0.457 0.285 0.318  -0.021
O -2.661 0.187 -0.129  -0.308
C -1.416 -0.421 0.105  -0.290
C -2.848 1.600 0.034  -0.546
C 3.359 -0.644 0.227  0.582
C 2.195 -1.170 0.178  -0.503
H -2.573 1.889 1.054  0.332
H -3.909 1.794 -0.146  0.260
H 2.056 -2.255 0.192  0.352
H 1.698 -0.574 -0.685  0.267
H 5.086 -0.128 -0.302  0.473
H -2.227 2.139 -0.692  0.317